[1]
The following is a quantum chemistry calculation of a molecular structure, C8H23BNO11V3 in a non-equilibrium geometry, from the OMol25 dataset.

```
47
Properties=species:S:1:pos:R:3:lowdin_charge:R:1
O 0.204 -3.107 -1.045 -0.42
V -0.296 -3.758 0.298 0.98
O 0.840 -3.600 1.381 -0.38
O -0.326 2.869 3.990 -0.42
V 0.947 2.185 3.336 0.93
O 1.765 1.434 4.506 -0.43
O -4.497 0.008 1.094 -0.37
V -3.779 -0.400 2.473 1.09
O -3.717 0.823 3.478 -0.35
O -5.575 -2.596 4.012 -0.35
C -5.157 -3.949 3.989 -0.40
C -4.402 -4.551 2.658 -0.39
O -3.516 -3.620 1.986 -0.44
H -6.068 -4.501 4.222 0.07
H -4.413 -4.012 4.783 0.06
H -5.224 -4.855 2.008 0.06
H -3.902 -5.484 2.920 0.06
O 5.999 -2.334 -2.006 -0.18
C 5.238 -2.452 -0.824 -0.33
C 5.322 -1.344 0.303 -0.32
O 5.425 -0.043 -0.187 -0.16
H 5.114 -3.445 -0.393 0.09
H 4.242 -2.359 -1.258 0.11
H 6.189 -1.529 0.938 0.10
H 4.447 -1.450 0.945 0.09
B -0.451 -0.095 1.670 -0.42
H 0.491 0.249 1.270 -0.07
H -0.995 0.836 1.714 -0.08
H -0.895 -0.695 0.891 -0.07
H -0.365 -0.597 2.620 -0.05
C -1.062 1.550 -2.884 -0.07
C 0.344 2.163 -3.074 -0.42
C 0.232 3.707 -2.917 -0.19
O 1.599 4.180 -3.070 -0.20
C 1.591 5.467 -3.752 -0.12
N 1.355 1.579 -2.156 0.06
H -1.636 1.768 -3.784 0.07
H -1.503 2.024 -2.006 0.08
H -1.140 0.472 -2.749 0.08
H 0.691 1.960 -4.087 0.13
H 0.029 3.960 -1.877 0.12
H -0.468 4.172 -3.612 0.11
H 1.400 5.289 -4.810 0.08
H 2.570 5.937 -3.847 0.07
H 1.005 6.227 -3.235 0.08
H 0.875 1.250 -1.331 0.06
H 1.470 0.669 -2.577 0.07
```

Properties
HOMO = -0.95 eV
Net charge = -2
Kohn-Sham gap = 1.9720 eV
Energy = -110400.82277 eV



[2]
The following is a quantum chemistry calculation of C7H7NOS in the gas phase in a non-equilibrium geometry, from the OMol25 dataset.

```
17
Properties=species:S:1:pos:R:3:nbo_charge:R:1
C -0.488 -2.027 0.002 -0.14
C 0.722 -1.541 0.322 -0.29
C -1.557 -1.157 -0.316 -0.30
C 1.262 1.840 -0.404 -0.12
C 2.494 1.499 0.098 0.05
C 1.117 -0.159 0.155 0.44
C -1.854 -0.103 0.468 -0.24
N 0.375 0.848 -0.283 -0.46
O 2.458 0.215 0.469 -0.41
S -2.948 1.234 0.228 0.08
H -0.643 -3.098 -0.056 0.22
H 1.520 -2.204 0.602 0.23
H -2.273 -1.351 -1.047 0.20
H 0.896 2.819 -0.640 0.21
H 3.522 2.105 0.102 0.22
H -1.131 0.050 1.189 0.21
H -3.471 1.029 -0.889 0.10
```

Properties
HOMO = -7.77 eV
SMILES = S/C=C/C=C\c1ncco1
Kohn-Sham gap = 7.9020 eV
Energy = -21742.39283 eV
ΔE to the lowest compared entry with this formula, charge and spin = 182.3 kJ/mol



[3]
The following is a quantum chemistry calculation of 2 unconnected molecules or ions with the total composition C4H15ClN2Si2 in a non-equilibrium geometry, from the OMol25 dataset.

```
24
Properties=species:S:1:pos:R:3:nbo_charge:R:1
C -1.743 -1.437 0.017 -0.63
C -1.744 1.727 1.229 -0.61
C -1.455 -0.567 -1.215 -0.25
C -1.914 1.660 -0.296 -0.26
N 2.424 -0.677 -0.500 -1.52
N -1.049 0.786 -1.021 -0.46
Si 3.780 -1.584 0.121 1.11
Si 1.596 0.656 0.185 1.36
Cl 2.216 2.454 -0.431 -0.37
H -1.893 -2.469 -0.292 0.21
H -0.897 -1.390 0.700 0.20
H -2.640 -1.103 0.534 0.20
H -2.000 0.784 1.703 0.20
H -0.708 1.963 1.461 0.20
H -2.386 2.508 1.632 0.21
H -0.660 -1.045 -1.798 0.18
H -2.361 -0.560 -1.845 0.19
H -2.961 1.397 -0.514 0.18
H -1.730 2.669 -0.689 0.19
H 2.216 -0.846 -1.472 0.43
H 3.741 -1.409 1.571 -0.18
H 3.572 -2.973 -0.283 -0.18
H 5.035 -1.059 -0.424 -0.19
H 1.562 0.515 1.628 -0.20
```

Properties
HOMO (spin up / spin down) = -8.12 / -6.98 eV
Kohn-Sham gap (spin up / spin down) = 8.0837 / 6.9196 eV
Energy = -35648.48151 eV
ΔE to the lowest compared entry with this formula, charge and spin = 161.0 kJ/mol



[4]
The following is a quantum chemistry calculation of 2 unconnected molecules or ions with the total composition C3H10NOS in a non-equilibrium geometry, from the OMol25 dataset.

```
16
Properties=species:S:1:pos:R:3:nbo_charge:R:1
C 0.971 -1.055 -1.368 -0.73
S 2.176 -1.093 0.055 0.04
C 1.880 0.664 0.573 -0.72
H 0.419 -0.124 -1.462 0.31
H 1.554 -1.291 -2.197 0.18
H 0.364 -1.907 -0.970 0.21
H 2.796 1.135 0.764 0.18
H 1.367 0.681 1.515 0.21
H 1.408 1.184 -0.351 0.27
N -2.706 -0.041 0.728 -0.92
C -1.201 0.287 0.580 0.09
O -0.977 0.773 -0.741 -0.98
H -2.969 -0.326 -0.215 0.35
H -3.362 0.819 0.921 0.32
H -0.669 -0.696 0.728 0.10
H -1.049 0.991 1.439 0.09
```

Properties
HOMO = -2.92 eV
Net charge = -1
Kohn-Sham gap = 6.4106 eV
Energy = -17644.64287 eV
ΔE to the lowest compared entry with this formula, charge and spin = 270.1 kJ/mol



Among the records above, which one has the lowest energy?
C8H23BNO11V3



energy of number 1 (C8H23BNO11V3)?
-110400.82277 eV



Among the records above, which one has the highest energy?
C3H10NOS



Which formula does entry 2 have?
C7H7NOS